1.
The following is a quantum chemistry calculation of C5H8N4O4 in the gas phase in a non-equilibrium geometry, from the Open Molecules 2025 dataset.

Results
Charge   0
SMILES   C[C@@H]1O[N+]([O-])=C([N+](=O)[O-])C=NN1C
LUMO energy (spin up / spin down)   -1.0 / -1.0 eV
E_tot   -715.004054 Eh
Energy relative to the best compared isomer or geometry (same formula, charge and spin)   515.3 kJ/mol
Highest occupied orbital energy (spin up / spin down)   -0.317 / -0.317 hartree

```
21
Properties=species:S:1:pos:R:3:forces:R:3
C -1.22004 -1.30644 0.16960 -1.5182 -0.7975 -0.0965
C 0.77678 0.58570 -0.39147 -0.1056 0.6362 2.1895
C -2.12265 -0.13948 0.11471 4.1862 0.2758 0.6380
C 1.86874 1.62126 -0.26468 0.7650 -1.5896 -0.2360
C 2.30935 -1.28729 0.33370 1.1621 2.3085 0.3343
N 0.04157 -1.54875 0.18384 -2.2774 -1.6024 0.4255
N 1.00479 -0.69594 0.15885 1.4844 0.7258 -0.7183
N -1.64683 1.08647 0.34290 -0.5437 1.1193 -1.5958
N -3.45443 -0.38490 -0.18512 -1.7614 0.2788 -0.3246
O -0.25082 1.22819 0.46191 -0.6650 0.0887 0.7193
O -4.21480 0.55848 -0.25610 -0.2141 0.1884 0.0487
O -2.21565 2.16709 0.34018 0.2399 -1.0219 0.3128
O -3.77344 -1.54537 -0.39042 -0.1819 -0.1796 -0.0526
H -1.91003 -2.17233 0.21413 1.1806 0.1989 -0.0276
H 0.44865 0.55592 -1.38717 -0.9990 -0.2916 -1.4815
H 2.82228 1.20897 -0.63525 -0.4242 0.5915 -0.3254
H 2.03887 1.89799 0.74414 0.0189 -0.0147 1.1803
H 1.48928 2.49121 -0.73588 0.1727 0.8009 -0.8810
H 2.29919 -2.32079 0.29885 -0.7024 -2.0309 -0.1240
H 3.02369 -0.98577 -0.44052 -0.1143 0.2345 0.1660
H 2.68550 -1.01424 1.32382 0.2973 0.0810 -0.1512
```
Positions in Å, forces in eV/Å.

Results of the natural (NBO) charge analysis, in e, for atoms 1 through 2: -0.0813, 0.2309



2.
The following is a quantum chemistry calculation of an isolated ion of composition C5H8NO and charge -1 in a non-equilibrium geometry, from the Open Molecules 2025 dataset.

Results
Charge   -1
SMILES   C=C[N-]C(=C)CO
LUMO energy   4.2 eV
E_tot   -325.251276 Eh
Energy relative to the best compared isomer or geometry (same formula, charge and spin)   67.3 kJ/mol
Highest occupied orbital energy   -0.078 hartree

```
15
Properties=species:S:1:pos:R:3:forces:R:3
C -2.72904 -0.24563 0.17250 -3.0375 3.0210 0.5093
C 1.67666 -1.54314 -0.31013 2.2549 -1.9477 -0.4089
C -1.47517 0.14972 -0.11915 -0.2449 0.8642 0.4512
C 0.80657 -0.51944 -0.23766 -0.3465 -0.7899 0.8334
C 1.27984 0.75866 0.28829 -2.1227 2.7004 0.0492
N -0.51372 -0.70010 -0.36958 0.8316 -1.7433 -0.9385
O 0.90352 1.83552 -0.66217 1.5449 0.0739 0.7178
H -3.48765 0.65508 0.34432 1.4030 -2.0754 -0.3451
H -3.16218 -1.23896 0.21263 0.5124 -0.0068 -0.0731
H 1.35185 -2.59833 -0.47492 -0.0221 1.0862 -0.0371
H 2.81289 -1.46335 -0.25137 -1.6851 0.3850 0.0931
H -1.30023 1.26597 -0.11279 -0.4080 -0.7270 0.2457
H 0.04134 1.62491 -0.99774 -0.3932 -0.3151 -0.2410
H 2.33019 0.85226 0.44558 0.6994 -0.0356 0.0818
H 0.69243 1.00221 1.24449 1.0137 -0.4897 -0.9379
```
Positions in Å, forces in eV/Å.

Results of the natural (NBO) charge analysis, in e, for atoms 1 through 2: -0.6095, -0.5823



Copy entry 2 word for word.
The following is a quantum chemistry calculation of an isolated ion of composition C5H8NO and charge -1 in a non-equilibrium geometry, from the Open Molecules 2025 dataset.

Results
Charge   -1
SMILES   C=C[N-]C(=C)CO
LUMO energy   4.2 eV
E_tot   -325.251276 Eh
Energy relative to the best compared isomer or geometry (same formula, charge and spin)   67.3 kJ/mol
Highest occupied orbital energy   -0.078 hartree

```
15
Properties=species:S:1:pos:R:3:forces:R:3
C -2.72904 -0.24563 0.17250 -3.0375 3.0210 0.5093
C 1.67666 -1.54314 -0.31013 2.2549 -1.9477 -0.4089
C -1.47517 0.14972 -0.11915 -0.2449 0.8642 0.4512
C 0.80657 -0.51944 -0.23766 -0.3465 -0.7899 0.8334
C 1.27984 0.75866 0.28829 -2.1227 2.7004 0.0492
N -0.51372 -0.70010 -0.36958 0.8316 -1.7433 -0.9385
O 0.90352 1.83552 -0.66217 1.5449 0.0739 0.7178
H -3.48765 0.65508 0.34432 1.4030 -2.0754 -0.3451
H -3.16218 -1.23896 0.21263 0.5124 -0.0068 -0.0731
H 1.35185 -2.59833 -0.47492 -0.0221 1.0862 -0.0371
H 2.81289 -1.46335 -0.25137 -1.6851 0.3850 0.0931
H -1.30023 1.26597 -0.11279 -0.4080 -0.7270 0.2457
H 0.04134 1.62491 -0.99774 -0.3932 -0.3151 -0.2410
H 2.33019 0.85226 0.44558 0.6994 -0.0356 0.0818
H 0.69243 1.00221 1.24449 1.0137 -0.4897 -0.9379
```
Positions in Å, forces in eV/Å.

Results of the natural (NBO) charge analysis, in e, for atoms 1 through 2: -0.6095, -0.5823



Q: What is the E_tot in the first record?
A: -715.004054 Eh



Q: Which value of charge does entry 1 give?
A: 0



Please write out number 1 again, unchanged.
The following is a quantum chemistry calculation of C5H8N4O4 in the gas phase in a non-equilibrium geometry, from the Open Molecules 2025 dataset.

Results
Charge   0
SMILES   C[C@@H]1O[N+]([O-])=C([N+](=O)[O-])C=NN1C
LUMO energy (spin up / spin down)   -1.0 / -1.0 eV
E_tot   -715.004054 Eh
Energy relative to the best compared isomer or geometry (same formula, charge and spin)   515.3 kJ/mol
Highest occupied orbital energy (spin up / spin down)   -0.317 / -0.317 hartree

```
21
Properties=species:S:1:pos:R:3:forces:R:3
C -1.22004 -1.30644 0.16960 -1.5182 -0.7975 -0.0965
C 0.77678 0.58570 -0.39147 -0.1056 0.6362 2.1895
C -2.12265 -0.13948 0.11471 4.1862 0.2758 0.6380
C 1.86874 1.62126 -0.26468 0.7650 -1.5896 -0.2360
C 2.30935 -1.28729 0.33370 1.1621 2.3085 0.3343
N 0.04157 -1.54875 0.18384 -2.2774 -1.6024 0.4255
N 1.00479 -0.69594 0.15885 1.4844 0.7258 -0.7183
N -1.64683 1.08647 0.34290 -0.5437 1.1193 -1.5958
N -3.45443 -0.38490 -0.18512 -1.7614 0.2788 -0.3246
O -0.25082 1.22819 0.46191 -0.6650 0.0887 0.7193
O -4.21480 0.55848 -0.25610 -0.2141 0.1884 0.0487
O -2.21565 2.16709 0.34018 0.2399 -1.0219 0.3128
O -3.77344 -1.54537 -0.39042 -0.1819 -0.1796 -0.0526
H -1.91003 -2.17233 0.21413 1.1806 0.1989 -0.0276
H 0.44865 0.55592 -1.38717 -0.9990 -0.2916 -1.4815
H 2.82228 1.20897 -0.63525 -0.4242 0.5915 -0.3254
H 2.03887 1.89799 0.74414 0.0189 -0.0147 1.1803
H 1.48928 2.49121 -0.73588 0.1727 0.8009 -0.8810
H 2.29919 -2.32079 0.29885 -0.7024 -2.0309 -0.1240
H 3.02369 -0.98577 -0.44052 -0.1143 0.2345 0.1660
H 2.68550 -1.01424 1.32382 0.2973 0.0810 -0.1512
```
Positions in Å, forces in eV/Å.

Results of the natural (NBO) charge analysis, in e, for atoms 1 through 2: -0.0813, 0.2309